Here is a cluster of 2 separate species, CH10N3 in total from OMol25. Energies are from ωB97M-V with the def2-TZVPD basis set.

Atoms and positions in Å:
1 N -2.20218 -0.24813 0.12555
2 H -2.82619 -1.01478 0.40116
3 H -2.29815 0.51131 0.81679
4 H -0.42954 -0.64978 0.48508
5 H -2.90636 0.03271 -0.66050
6 N 1.21033 1.39548 -0.40605
7 C 1.26661 -0.01720 -0.53151
8 N 0.67907 -0.86074 0.55173
9 H 2.15384 1.68351 -0.32921
10 H 0.29953 1.97834 -0.13856
11 H 0.89082 -0.32289 -1.52299
12 H 2.33626 -0.25287 -0.53976
13 H 0.87432 -0.40660 1.45784
14 H 0.95164 -1.82834 0.29044

Atoms 1-6, force components in eV/Å:
N -1.722 0.695 -1.394
H 0.688 -0.163 0.984
H -0.546 -0.597 -0.174
H 0.401 -1.198 -0.555
H 2.224 0.118 1.040
N -3.425 -0.048 1.411

Total charge: +2
HOMO level (spin up / spin down): -0.7346 / -0.7345 Ha
ΔE to the lowest compared entry with this formula, charge and spin: 1.679 eV
Frontier orbital gap (spin up / spin down): 11.618 / 5.805 eV
⟨S²⟩: 0.75
E: -5648.19342 eV
Largest force on an atom: 0.074 hartree/bohr
Spin multiplicity: 2

Results of the Löwdin charge analysis, in e, for atoms 1 through 5: -0.0036 0.0646 0.0539 0.1342 0.1194

Here is a cluster of 3 separate species, CH10NO2 in total from OMol25. Energies are from ωB97M-V with the def2-TZVPD basis set.

Atoms and positions in Å:
1 C 0.01772 0.30673 0.55983
2 N 0.39414 0.11102 -0.89119
3 H -1.07290 0.40989 0.52344
4 H 0.27769 -0.73986 1.11073
5 H 0.67377 1.10962 0.94385
6 H 0.71071 0.90074 -1.39597
7 H -0.40835 -0.18460 -1.32271
8 H 1.26912 -0.44656 -0.83746
9 H -3.57557 1.71224 0.96905
10 H -3.67538 0.12796 0.61204
11 O -3.20249 1.02042 0.39499
12 H 3.40671 -0.94301 0.13639
13 H 2.63663 -2.09048 -0.68340
14 O 2.54820 -1.29410 -0.11959

Atoms 1-6, force components in eV/Å:
C 0.693 -2.175 0.753
N 2.199 0.155 2.967
H 0.464 0.688 0.706
H -0.534 2.617 -1.346
H -0.827 -0.308 0.110
H 0.328 2.164 -0.558

HOMO level (spin up / spin down): -0.1063 / -0.4353 Ha
ΔE to the lowest compared entry with this formula, charge and spin: 1.145 eV
Frontier orbital gap (spin up / spin down): 3.499 / 12.348 eV
⟨S²⟩: 0.75
E: -6780.29661 eV
Largest force on an atom: 0.072 hartree/bohr
Spin multiplicity: 2

Results of the Löwdin charge analysis, in e, for atoms 1 through 5: -0.1793 -0.0006 0.0312 0.1125 0.0623